The following is a quantum chemistry calculation of a structure of composition C11H24F9N2O13S3V in a non-equilibrium geometry, from OMol25.

## Properties
Gap between HOMO and LUMO   2.2019 eV
E_LUMO   -4.578 eV
Largest force on an atom   0.0865 Eh/bohr
E_HOMO   -6.78 eV
Spin multiplicity   1

Structure (XYZ):
```
63
C11H24F9N2O13S3V ωB97M-V/def2-TZVPD
V -2.6971 -1.4161 -0.9781
S 0.2342 -7.2327 -1.4064
S -7.7815 -5.2435 0.4504
S -6.7222 3.1973 -0.5692
F -1.1119 -7.8119 -3.6820
F -6.0869 3.5536 -3.1810
F -8.2954 -5.4709 -2.1986
F -10.0095 -5.7685 -1.0209
F -9.2946 -3.6909 -1.1593
F 0.6743 -8.9960 -3.1438
F -7.9835 4.5096 -2.6163
F 0.8803 -7.0058 -4.0487
F -7.9970 2.4006 -2.8808
O -1.3907 -0.5054 -1.0515
O 1.6450 -7.3956 -1.1399
O -8.5083 -4.7633 1.6609
O -0.3096 7.1993 -2.3731
O 9.2335 -1.7514 3.1879
O -3.1741 -1.5559 -2.4811
O -0.2897 -5.8571 -1.4024
O -7.9833 2.9127 0.1091
O -0.7013 -8.1394 -0.6707
O -6.5803 -4.4351 0.1774
O -7.5847 -6.6894 0.4955
O -6.0399 4.4194 -0.2080
O -5.9139 1.9943 -0.5850
N 6.9203 -3.1483 1.7628
N -1.2260 7.4505 0.1480
C 7.9417 -1.9213 3.7680
C -0.0779 6.5237 -0.0260
C 0.1450 -7.7811 -3.2709
C -8.9104 -5.0195 -1.0606
C 10.4285 -1.6108 4.0162
C 6.8343 -1.9208 2.6549
C 5.3881 -1.6989 3.1843
C -7.2029 3.4511 -2.4653
C -0.3610 5.2977 0.9399
C -0.0449 6.0947 -1.4737
C -0.5144 6.8462 -3.6940
H 7.0415 -2.8845 0.7954
H 0.3032 6.1457 -3.8641
H -1.4088 6.2779 -3.9494
H -0.8816 5.4390 -1.7147
H 11.0800 -0.7455 3.8945
H 6.9286 -1.1412 1.8989
H 4.8950 -2.5956 3.5598
H -1.2720 4.7541 0.6895
H 4.6222 -1.6382 2.4112
H -2.1592 7.0752 0.0562
H 7.7879 -3.6343 1.9395
H -0.3105 5.5732 1.9933
H 7.9484 -1.0982 4.4825
H 8.1111 -2.8624 4.2912
H 0.8158 7.1427 0.0531
H 6.0772 -3.7033 1.7263
H -1.4224 8.1482 -0.5554
H -1.1218 7.9599 1.0139
H 0.4794 4.6036 0.9300
H 10.1483 -1.7245 5.0634
H 0.8369 5.5197 -1.7563
H -0.2966 7.7144 -4.3159
H 5.3015 -0.8197 3.8227
H 10.9631 -2.5273 3.7665
```


The following is a quantum chemistry calculation of a structure of composition C11H24FN3NbORb in a non-equilibrium geometry, from OMol25.

## Properties
Gap between HOMO and LUMO (spin up / spin down)   8.2479 / 8.2490 eV
E_LUMO (spin up / spin down)   -8.224 / -8.223 eV
Largest force on an atom   0.0673 Eh/bohr
Charge   +2
E_HOMO (spin up / spin down)   -16.47 / -16.47 eV
Spin multiplicity   1

Structure (XYZ):
```
42
C11H24FN3NbORb ωB97M-V/def2-TZVPD
Nb -0.1632 -0.0140 0.0271
Rb 2.3285 -0.3709 -3.1308
F -0.9070 0.0992 1.7733
O 3.9042 -1.2336 0.6920
N -0.2453 1.6607 -0.9945
N -0.5556 -1.4902 -1.2708
N 1.8271 -0.2389 0.0310
C 1.8865 2.8696 -0.9550
C -0.3941 -2.9307 -0.8836
C -1.7362 1.6260 -1.2542
C 0.7836 -3.4960 -1.6857
C -0.1419 -3.0656 0.6126
C 0.0237 3.6145 -2.4601
C -1.6952 -3.6633 -1.2264
C -1.0476 -1.2551 -2.6549
C 0.3727 3.0014 -1.0954
C -0.2039 3.9106 0.0033
C 2.8553 -0.7541 0.4140
H 0.0235 -4.1338 0.8148
H 2.3115 3.8846 -0.9266
H -0.8523 -0.2149 -2.9732
H 0.2489 4.9094 -0.1058
H -1.6142 -4.6967 -0.8640
H -1.0539 3.8288 -2.5286
H 2.3343 2.3568 -1.8291
H -0.5276 -1.9265 -3.3673
H -1.2956 4.0039 -0.1007
H -1.8766 -3.7136 -2.3088
H 0.7586 -2.5318 0.9557
H 2.1916 2.3421 -0.0385
H 0.5740 4.5635 -2.5490
H 0.0327 3.5190 1.0034
H 0.8190 -4.5835 -1.5251
H -1.0224 -2.7653 1.2011
H 0.3229 2.9472 -3.2854
H -2.1859 0.6857 -0.8388
H -2.1384 -1.4220 -2.6931
H 0.6678 -3.3238 -2.7718
H -1.9210 1.6757 -2.3393
H -2.5547 -3.1842 -0.7341
H -2.2296 2.4873 -0.7798
H 1.7433 -3.0711 -1.3422
```


The following is a quantum chemistry calculation of a cluster of 3 separate species, C11H24N2O6 in total in a non-equilibrium geometry, from OMol25.

## Properties
Gap between HOMO and LUMO   5.1853 eV
E_LUMO   4.633 eV
Largest force on an atom   0.1479 Eh/bohr
Charge   -2
E_HOMO   -0.55 eV
Spin multiplicity   1

Structure (XYZ):
```
43
C11H24N2O6 ωB97M-V/def2-TZVPD
O -2.3400 0.0146 -0.5947
O 0.0740 1.8578 -0.7055
O -3.4731 -0.6371 -2.6143
O -5.4257 -0.0187 0.3558
O 3.4560 0.3412 0.4550
O 0.3217 2.3222 -3.0485
N 0.3433 -0.1252 -2.3413
N 2.7842 -1.2982 -1.4345
C 1.3957 -0.4188 -3.4018
C 4.9012 1.8397 1.6571
C 4.3445 0.4278 1.5660
C -5.0670 -1.7203 2.0155
C -5.6776 -0.3605 1.7163
C 0.2365 1.3660 -2.1135
C 3.6027 0.0415 2.8356
C 2.8935 -0.4662 -2.6950
C -0.9325 -0.7363 -2.8747
C -2.2793 -0.4239 -1.9969
C -5.1016 0.7169 2.6213
H 5.4217 2.1084 0.7317
H 5.1619 -0.2794 1.3876
H -6.7643 -0.4082 1.8463
H 1.1295 -1.5019 -3.8240
H 2.7269 0.9658 0.6046
H -4.0200 0.8145 2.4752
H 4.0957 2.5706 1.7901
H 3.1970 -0.9724 2.7509
H 2.3218 -0.7639 -0.6584
H 3.7770 -1.4326 -1.0980
H 1.3521 0.2986 -4.3343
H 3.5908 -1.0559 -3.4610
H -5.2573 -2.0192 3.0509
H 2.7512 0.7087 3.0105
H 4.2635 0.0827 3.7070
H -5.5411 1.6923 2.3863
H -0.7736 -1.9190 -2.8347
H -3.9842 -1.7092 1.8479
H 5.6009 1.9349 2.4931
H -5.4819 -2.4835 1.3484
H 3.2668 0.6303 -2.5014
H -5.2929 0.4911 3.6749
H -4.4631 0.0260 0.2310
H -1.1351 -0.5007 -4.0265
```


The following is a quantum chemistry calculation of a cluster of 3 separate species, C11H24N2O7S in total in a non-equilibrium geometry, from OMol25.

## Properties
Gap between HOMO and LUMO   10.1542 eV
E_LUMO   0.512 eV
Largest force on an atom   0.0278 Eh/bohr
E_HOMO   -9.64 eV
SMILES   O=S1(=O)OCCC[C@H]1COO.CNC(C)=O.CNC(C)=O
Spin multiplicity   1

Structure (XYZ):
```
45
C11H24N2O7S ωB97M-V/def2-TZVPD
S -0.0403 -3.0047 -0.8831
O -3.0129 -0.4551 -0.2744
O 1.0286 1.8421 -2.5727
O 1.2439 -2.3059 -1.5081
O 0.4337 -3.8982 0.1115
O -1.3061 -0.2262 3.0135
O -3.6726 0.4326 -1.1571
O -0.8109 -3.6214 -1.9067
N -2.5814 -1.1901 4.5806
N 2.4034 2.2241 -4.2985
C -0.1913 -0.8691 5.0311
C -1.0240 -1.7280 -0.0684
C -2.0032 -1.0996 -1.0378
C -0.0850 -0.6577 0.4767
C 0.8834 -0.0814 -0.5731
C 3.4058 2.9387 -5.0690
C 2.3531 3.8326 -2.4489
C 1.8702 2.5596 -3.0990
C -2.8745 -1.8165 5.8565
C 1.0409 -0.9063 -1.8148
C -1.3899 -0.7299 4.1235
H -2.4452 -1.8388 -1.6982
H 0.2144 -0.8305 -2.5142
H 2.0358 1.3650 -4.6772
H -1.5239 -2.2475 0.7369
H 1.8356 3.9570 -1.5032
H 0.4909 -1.0830 1.2854
H 2.1367 4.6930 -3.0824
H 2.9983 3.2088 -6.0439
H 3.7186 3.8417 -4.5576
H -0.0009 -1.9186 5.2573
H 0.6221 0.9401 -0.8218
H -3.2749 -2.8182 5.6940
H -1.9820 -1.8917 6.4671
H 4.2773 2.3013 -5.2233
H -3.1205 1.2315 -1.1515
H 1.8580 -0.0412 -0.0980
H 3.4254 3.7833 -2.2577
H -3.3374 -1.0660 3.9249
H -0.7175 0.1084 0.8935
H 0.6758 -0.4589 4.5238
H -0.3465 -0.3196 5.9601
H -3.6208 -1.2296 6.3941
H 1.9186 -0.5764 -2.3470
H -1.5091 -0.3498 -1.6429
```


The following is a quantum chemistry calculation of a structure of composition C11H24N4O7PZn in a non-equilibrium geometry, from OMol25.

## Properties
Gap between HOMO and LUMO   7.7722 eV
E_LUMO   2.678 eV
Largest force on an atom   0.0205 Eh/bohr
Charge   -1
E_HOMO   -5.09 eV
Spin multiplicity   1

Structure (XYZ):
```
48
C11H24N4O7PZn ωB97M-V/def2-TZVPD
Zn -1.7582 -0.4010 -0.4228
P 1.2428 0.3466 0.1124
O -2.9602 0.6953 0.6294
O 0.3313 -0.4497 -0.7544
O -4.2456 2.5045 0.3679
O -0.7316 -4.1250 0.7155
O -1.4969 -2.0269 0.6217
O -2.3324 3.3162 -1.5937
O -1.7556 1.1570 -1.6719
N 1.9345 1.5530 -0.7937
N 0.7128 1.0226 1.5359
N -3.1913 -1.4189 -1.6969
N 2.4713 -0.6332 0.6680
C 1.2631 2.1059 -1.9650
C -1.4041 -3.2324 0.2050
C 3.2292 -0.4715 1.8856
C 0.1294 0.1205 2.5385
C 2.9979 -1.6319 -0.2439
C -3.3144 1.7941 0.0310
C -2.2291 -3.5888 -1.0586
C -3.5058 -2.7653 -1.1969
C 2.9888 2.3761 -0.2430
C 0.2006 2.3891 1.5830
C -2.4080 2.1624 -1.1940
H 3.0333 -2.6108 0.2431
H -2.8630 -1.4519 -2.6552
H -0.9588 0.1979 2.5530
H -3.9644 -2.6481 -0.2145
H -0.8833 2.4090 1.6737
H 3.3308 1.9627 0.7059
H 0.4669 2.9387 0.6811
H 1.9864 2.2078 -2.7817
H 0.6284 2.9053 2.4487
H -1.5857 -3.4106 -1.9276
H -3.9993 -0.8076 -1.6699
H 0.5164 0.3811 3.5298
H 0.8205 3.0859 -1.7571
H 0.4571 1.4446 -2.2650
H 4.2767 -0.2186 1.6716
H -4.2241 -3.2773 -1.8482
H 3.2186 -1.4024 2.4636
H 3.8387 2.4176 -0.9333
H 2.3467 -1.7055 -1.1120
H 2.7975 0.3185 2.4950
H 0.3846 -0.9129 2.3085
H -2.4522 -4.6531 -1.0188
H 4.0114 -1.3728 -0.5779
H 2.6485 3.4039 -0.0716
```